The following is a DFT calculation (wB97M-V/def2-TZVPD) of 2 unconnected molecules or ions with the total composition N2O5S at a distorted geometry.

Geometry as XYZ:
```
8
N2O5S wB97M-V/def2-TZVPD
N 1.13595 0.12618 1.29537
N -1.08260 -0.49875 -1.38560
O 2.17538 0.40952 1.74806
O -0.98320 0.86313 0.00829
O 0.52083 -0.87404 1.34433
O 0.01106 -0.59141 -1.76246
O -2.13496 -0.94995 -1.54060
S 0.35753 1.51532 0.29261
```

The calculation puts the gap between HOMO and LUMO (alpha / beta) at 0.281 / 0.317 Ha. Its HOMO energy (alpha / beta) is -9.57 / -9.92 eV. As for the charge: 0. The calculation puts the LUMO energy (alpha / beta) at -1.92 / -1.30 eV. For the relative energy (zero: lowest compared OMol25 entry of this formula, charge and spin), the calculation gives 28.7 kcal/mol.

Atomic charges from the natural (NBO) analysis, expressed in e, are listed below: number 1, N, carries 0.43; number 2, N, carries 0.69; number 3, O, carries -0.35; number 4, O, carries -0.73; number 5, O, carries -0.34; number 6, O, carries -0.25; number 7, O, carries -0.22; number 8, S, carries 0.78


The following is a DFT calculation (wB97M-V/def2-TZVPD) of 2 unconnected molecules or ions with the total composition N2O6 at a distorted geometry.

Geometry as XYZ:
```
8
N2O6 wB97M-V/def2-TZVPD
N -0.08276 -1.63313 -3.63493
O -0.78733 -2.44334 -4.21848
O -0.56254 -1.03482 -2.70077
O 1.04013 -1.27367 -3.98091
N 0.16949 1.57428 3.72594
O 0.50015 2.67595 3.46916
O 0.56584 0.70842 2.92430
O -0.84298 1.42631 4.41571
```

The calculation puts the gap between HOMO and LUMO at 0.318 Ha. Its HOMO energy is -1.76 eV. As for the charge: -2. The calculation puts the LUMO energy at 6.90 eV. For the relative energy (zero: lowest compared OMol25 entry of this formula, charge and spin), the calculation gives 42.9 kcal/mol.

Atomic charges from the natural (NBO) analysis, expressed in e, are listed below: number 1, N, carries 0.72; number 2, O, carries -0.59; number 3, O, carries -0.55; number 4, O, carries -0.59; number 5, N, carries 0.71; number 6, O, carries -0.54; number 7, O, carries -0.57; number 8, O, carries -0.59


The following is a DFT calculation (wB97M-V/def2-TZVPD) of N2O6 in the gas phase at a distorted geometry.

Geometry as XYZ:
```
8
N2O6 wB97M-V/def2-TZVPD
N 1.56288 -0.14321 0.04762
N -1.50508 0.02484 0.12433
O 0.42168 0.82197 -0.55715
O 2.37547 0.58941 0.40793
O -0.34781 0.12796 -1.06214
O -2.33872 -0.67135 -0.28622
O 0.90374 -1.15865 0.20164
O -1.07217 0.40903 1.12399
```

The calculation puts the gap between HOMO and LUMO (alpha / beta) at 0.351 / 0.351 Ha. Its HOMO energy (alpha / beta) is -10.43 / -10.43 eV. As for the charge: 0. The calculation puts the LUMO energy (alpha / beta) at -0.88 / -0.88 eV. For the relative energy (zero: lowest compared OMol25 entry of this formula, charge and spin), the calculation gives 51.7 kcal/mol.

Atomic charges from the natural (NBO) analysis, expressed in e, are listed below: number 1, N, carries 0.66; number 2, N, carries 0.66; number 3, O, carries -0.13; number 4, O, carries -0.23; number 5, O, carries -0.10; number 6, O, carries -0.28; number 7, O, carries -0.30; number 8, O, carries -0.27


The following is a DFT calculation (wB97M-V/def2-TZVPD) of 2 unconnected molecules or ions with the total composition N3O3S at a distorted geometry.

Geometry as XYZ:
```
7
N3O3S wB97M-V/def2-TZVPD
N -0.89851 -0.72390 1.05551
N 1.21398 1.33353 -0.01811
N -1.56649 -0.37019 0.25385
O 1.44393 -1.40761 -0.25124
O 0.06880 1.37559 -0.49530
O -2.30914 -0.13185 -0.65618
S 2.04742 -0.07557 0.11145
```

The calculation puts the gap between HOMO and LUMO at 0.271 Ha. Its HOMO energy is -3.26 eV. As for the charge: -1. The calculation puts the LUMO energy at 4.11 eV. For the relative energy (zero: lowest compared OMol25 entry of this formula, charge and spin), the calculation gives 0.4 kcal/mol.

Atomic charges from the natural (NBO) analysis, expressed in e, are listed below: number 1, N, carries -0.05; number 2, N, carries -0.28; number 3, N, carries 0.43; number 4, O, carries -1.02; number 5, O, carries -0.56; number 6, O, carries -0.40; number 7, S, carries 0.87


The following is a DFT calculation (wB97M-V/def2-TZVPD) of a molecular structure, NO3Pb2 at a distorted geometry.

Geometry as XYZ:
```
6
NO3Pb2 wB97M-V/def2-TZVPD
Pb 15.41759 -16.05068 -1.14335
Pb 17.07910 -12.59210 -3.47645
N 14.48623 -14.37918 -4.43027
O 13.33807 -14.49376 -4.73680
O 15.15780 -13.36437 -4.66595
O 14.76626 -15.08281 -3.46664
```

The calculation puts the gap between HOMO and LUMO at 0.231 Ha. Its HOMO energy is -22.22 eV. As for the charge: +3. The calculation puts the LUMO energy at -15.93 eV. For the relative energy (zero: lowest compared OMol25 entry of this formula, charge and spin), the calculation gives 75.1 kcal/mol.

Atomic charges from the natural (NBO) analysis, expressed in e, are listed below: number 1, Pb, carries 1.90; number 2, Pb, carries 1.85; number 3, N, carries 0.74; number 4, O, carries -0.15; number 5, O, carries -0.62; number 6, O, carries -0.71


The following is a DFT calculation (wB97M-V/def2-TZVPD) of a molecular structure, NO5P at a distorted geometry.

Geometry as XYZ:
```
7
NO5P wB97M-V/def2-TZVPD
N 0.55964 -0.55986 -1.41861
O 0.80075 -0.18741 -2.58899
O -1.50520 1.14725 1.09874
O -0.80876 -1.41392 0.98895
O 1.52545 0.53246 1.74592
O -0.08849 0.38799 -0.71629
P -0.48339 0.09349 0.89028
```

The calculation puts the gap between HOMO and LUMO (alpha / beta) at 0.210 / 0.210 Ha. Its HOMO energy (alpha / beta) is 0.99 / 0.99 eV. As for the charge: -2. The calculation puts the LUMO energy (alpha / beta) at 6.70 / 6.70 eV. For the relative energy (zero: lowest compared OMol25 entry of this formula, charge and spin), the calculation gives 98.3 kcal/mol.

Atomic charges from the natural (NBO) analysis, expressed in e, are listed below: number 1, N, carries 0.38; number 2, O, carries -0.46; number 3, O, carries -1.19; number 4, O, carries -1.20; number 5, O, carries -1.25; number 6, O, carries -0.60; number 7, P, carries 2.32


The following is a DFT calculation (wB97M-V/def2-TZVPD) of a gas-phase ion, NO5S (charge -1) at a distorted geometry.

Geometry as XYZ:
```
7
NO5S wB97M-V/def2-TZVPD
N -1.22132 0.08110 -0.20470
O -1.94247 -0.79396 -0.58506
O -0.25546 0.50068 -0.98955
O -1.30376 0.69260 0.83525
O 2.33562 0.81834 0.22393
O 0.86188 -0.99768 0.88263
S 1.52551 -0.30108 -0.16250
```

The calculation puts the gap between HOMO and LUMO at 0.340 Ha. Its HOMO energy is -5.46 eV. As for the charge: -1. The calculation puts the LUMO energy at 3.80 eV. For the relative energy (zero: lowest compared OMol25 entry of this formula, charge and spin), the calculation gives 28.5 kcal/mol.

Atomic charges from the natural (NBO) analysis, expressed in e, are listed below: number 1, N, carries 0.72; number 2, O, carries -0.45; number 3, O, carries -0.62; number 4, O, carries -0.45; number 5, O, carries -0.95; number 6, O, carries -0.95; number 7, S, carries 1.70


The following is a DFT calculation (wB97M-V/def2-TZVPD) of 2 unconnected molecules or ions with the total composition O2 at a distorted geometry.

Geometry as XYZ:
```
2
O2 wB97M-V/def2-TZVPD
O 0.67159 -0.28443 0.60206
O -0.67159 0.28443 -0.60206
```

The calculation puts the gap between HOMO and LUMO at 0.269 Ha. Its HOMO energy is -12.99 eV. As for the charge: 0. The calculation puts the LUMO energy at -5.67 eV. For the relative energy (zero: lowest compared OMol25 entry of this formula, charge and spin), the calculation gives 137.5 kcal/mol.

Atomic charges from the natural (NBO) analysis, expressed in e, are listed below: number 1, O, carries 0.00; number 2, O, carries 0.00


| no. | E (eV) |
| --- | --- |
| 1 | -24044.608 |
| 2 | -15258.595 |
| 3 | -15252.377 |
| 4 | -21445.290 |
| 5 | -18087.345 |
| 6 | -21012.487 |
| 7 | -22560.967 |
| 8 | -4083.815 |